Entry from the Open Molecules 2025 dataset: a structure of composition CH3N4 (the ωB97M-V functional and the def2-TZVPD basis).

Its spin multiplicity is 3. The expectation value of S² is 2.02. The value obtained for the gap between HOMO and LUMO (alpha / beta) is 9.488 / 6.413 eV. The value obtained for the electronic energy is -258.34579 hartree. For the HOMO energy (alpha / beta), the calculation gives -14.088 / -16.465 eV. The energy above the lowest of the compared OMol25 structures with the same formula, charge and spin comes out at 3.227 eV. Its charge is +1.

Cartesian coordinates (Å):
1 C -0.18691 0.14623 0.09576
2 N -1.38427 0.92404 0.24304
3 N -2.07057 -0.08900 0.04761
4 N -0.78948 -1.01566 0.00617
5 N 1.43686 0.56028 -0.04050
6 H -0.50613 -1.91047 -0.27111
7 H 1.33484 1.54673 -0.11567
8 H 2.16567 -0.16214 0.03472

Cartesian forces, eV/Å:
C 3.0 2.5 0.3
N 3.3 0.8 -0.4
N -1.3 -2.2 0.0
N -0.6 1.2 0.4
N -6.2 -2.6 0.5
H 0.2 -1.8 -0.7
H 1.5 1.3 -0.1
H 0.1 0.8 0.0


Entry from the Open Molecules 2025 dataset: a cluster of 3 separate species, C33H31B2NO6PS in total (the ωB97M-V functional and the def2-TZVPD basis).

Its spin multiplicity is 1. The value obtained for the gap between HOMO and LUMO is 4.121 eV. The value obtained for the electronic energy is -2571.67277 hartree. For the HOMO energy, the calculation gives -4.003 eV. Its charge is -1.

Cartesian coordinates (Å):
1 C -1.16826 3.29130 7.82077
2 C 0.17704 3.49682 6.98661
3 B 0.60793 2.24063 6.05288
4 O -0.24033 1.58844 5.07754
5 B 2.20117 1.67847 6.20509
6 P 2.09592 -0.18231 6.68180
7 S 1.85636 -0.27333 8.65661
8 N 2.89146 1.96535 4.85747
9 C 4.29994 1.38582 4.88488
10 C 3.13463 3.40294 4.66346
11 C 3.22764 4.00780 3.17891
12 O 3.31902 4.22026 5.58836
13 H -2.02985 3.32458 7.06472
14 H -1.31683 4.14838 8.55822
15 H -1.23642 2.30671 8.37243
16 H 0.10028 4.41390 6.30281
17 H 1.04181 3.72580 7.69513
18 H -1.08635 1.30714 5.47027
19 H 2.72105 2.23202 7.13575
20 H 0.96770 -0.87276 6.12859
21 H 3.30739 -0.92757 6.42587
22 H 4.99341 2.16195 4.40579
23 H 4.38837 0.43237 4.28122
24 H 4.57301 1.26650 5.97901
25 H 2.19299 3.99547 2.72784
26 H 3.63284 5.06435 3.20318
27 H 3.98526 3.38530 2.59653
28 C 0.52819 -1.47551 0.23402
29 C 1.00429 -0.59886 1.20683
30 C 1.54155 0.62763 0.83582
31 C 1.61525 0.97675 -0.51251
32 C 1.16056 0.08850 -1.48876
33 C 0.60592 -1.13474 -1.11128
34 C 1.27816 0.42694 -2.92511
35 O 0.87782 -0.34684 -3.77921
36 C 1.89799 1.71755 -3.30965
37 C 2.06815 2.02607 -4.65922
38 C 2.63617 3.23918 -5.02893
39 C 3.02797 4.15267 -4.05314
40 C 2.86539 3.84699 -2.70769
41 C 2.30884 2.62460 -2.33308
42 C 2.17230 2.29282 -0.89518
43 O 2.51687 3.08494 -0.03935
44 H 0.10059 -2.42867 0.52541
45 H 0.95441 -0.87091 2.25558
46 H 1.90587 1.30851 1.59872
47 H 0.23812 -1.82423 -1.86380
48 H 1.76226 1.32024 -5.42372
49 H 2.77228 3.47480 -6.07900
50 H 3.46472 5.10241 -4.34253
51 H 3.17650 4.55959 -1.95174
52 C -5.66148 -6.91720 -3.27645
53 C -4.61906 -6.82427 -2.35739
54 C -3.67782 -5.80903 -2.47272
55 C -3.76909 -4.88894 -3.51604
56 C -4.79942 -4.99659 -4.45060
57 C -5.75236 -6.00659 -4.32159
58 C -4.88063 -4.05536 -5.59278
59 O -5.78269 -4.14706 -6.40699
60 C -3.84286 -3.00806 -5.73221
61 C -3.87189 -2.15090 -6.83171
62 C -2.90950 -1.15656 -6.96363
63 C -1.92043 -1.00856 -5.99390
64 C -1.88463 -1.86365 -4.90019
65 C -2.83975 -2.87129 -4.77162
66 C -2.77048 -3.79928 -3.61973
67 O -1.90348 -3.67353 -2.77308
68 H -6.40104 -7.70474 -3.18023
69 H -4.54197 -7.54322 -1.54906
70 H -2.87115 -5.73803 -1.75147
71 H -6.56286 -6.08674 -5.03742
72 H -4.64115 -2.25888 -7.58845
73 H -2.93098 -0.49421 -7.82236
74 H -1.17380 -0.22817 -6.09324
75 H -1.10881 -1.74588 -4.15138

Cartesian forces, eV/Å:
C -0.4 0.7 -0.8
C -0.3 0.2 0.5
B -0.4 -0.2 0.2
O 0.0 0.3 1.5
B -0.5 0.6 -0.8
P 0.2 0.2 1.1
S -0.3 -0.3 0.5
N 2.0 1.4 -0.9
C 0.1 0.9 -0.6
C 0.5 1.7 1.0
C 0.5 -0.8 0.6
O -0.8 -2.0 -2.0
H 0.9 -0.1 1.2
H 0.1 -1.2 -0.9
H 0.4 1.1 -0.6
H -0.1 -1.0 0.9
H -1.1 -0.4 -1.0
H 0.2 0.6 -0.4
H 0.4 -0.4 0.2
H 0.8 0.0 -0.4
H -0.8 0.0 -0.5
H -0.5 -1.3 0.7
H -0.2 0.9 0.9
H 0.1 -0.1 -1.3
H 1.3 -0.2 0.2
H -0.6 -1.2 0.3
H -1.4 0.6 0.4
C 0.1 0.2 -0.1
C 0.0 0.0 -0.1
C 0.0 0.0 0.1
C -0.1 -0.3 0.2
C -0.1 -0.1 0.2
C 0.0 -0.1 0.1
C -0.3 -0.6 -0.3
O 0.0 0.2 0.0
C 0.2 0.3 -0.2
C 0.1 0.2 -0.1
C -0.1 -0.1 0.1
C -0.1 -0.1 0.1
C 0.1 0.1 -0.2
C 0.1 0.2 -0.4
C 0.2 0.4 0.8
O 0.0 0.0 -0.3
H 0.0 0.1 0.0
H 0.0 0.1 -0.1
H 0.0 0.0 -0.1
H 0.1 0.1 0.0
H 0.0 0.0 0.2
H 0.0 0.0 0.1
H 0.0 -0.1 0.0
H -0.1 -0.2 0.1
C 0.1 0.1 -0.1
C 0.1 0.2 -0.1
C -0.1 -0.2 0.1
C -0.2 -0.3 0.1
C 0.0 -0.2 0.2
C 0.0 -0.2 0.1
C -0.6 0.0 -0.6
O 0.2 0.0 0.2
C 0.2 0.2 -0.1
C 0.1 0.2 -0.1
C -0.1 -0.2 0.1
C -0.1 -0.1 0.0
C 0.1 0.1 0.0
C 0.0 0.2 -0.3
C 0.7 0.2 0.6
O -0.2 -0.1 -0.2
H 0.1 0.1 0.0
H 0.0 0.1 -0.1
H 0.0 0.1 -0.1
H 0.2 0.1 0.0
H 0.0 -0.1 0.2
H 0.0 -0.1 0.1
H 0.0 -0.1 0.1
H -0.1 -0.1 -0.1


Entry from the Open Molecules 2025 dataset: a structure of composition C45H39GeN3NiO3PS4 (the ωB97M-V functional and the def2-TZVPD basis).

Its spin multiplicity is 1. The value obtained for the gap between HOMO and LUMO (alpha / beta) is 6.619 / 6.594 eV. The value obtained for the electronic energy is -7647.22281 hartree. For the HOMO energy (alpha / beta), the calculation gives -9.947 / -9.946 eV. The energy above the lowest of the compared OMol25 structures with the same formula, charge and spin comes out at 0.677 eV. Its charge is +1.

Cartesian coordinates (Å):
1 Ni -0.07278 -0.43696 0.63039
2 O 2.20657 0.15136 -2.62290
3 C 1.62301 0.76638 -1.76753
4 O 0.41046 0.33024 -1.31010
5 C 2.21775 1.99158 -1.14764
6 C 3.18977 2.60893 -1.94704
7 C 3.97964 3.61926 -1.44507
8 C 3.84980 3.98320 -0.10872
9 C 2.89659 3.36897 0.67946
10 C 2.02070 2.39412 0.17670
11 P 0.73068 1.66862 1.34522
12 C -0.35642 3.21943 1.50440
13 C 0.10423 4.46794 0.80399
14 C -0.73991 5.21823 0.10173
15 C -2.16015 4.86951 -0.07308
16 C -2.65549 3.74258 0.42214
17 C -1.79771 2.73986 1.12856
18 C 1.94826 1.23984 2.66408
19 C 3.16734 0.67901 2.25416
20 C 4.10884 0.24034 3.17278
21 C 3.86325 0.36249 4.53671
22 C 2.66126 0.90302 4.95953
23 C 1.70973 1.32280 4.03443
24 H 3.32174 2.25920 -2.96186
25 H 4.71844 4.09742 -2.07462
26 H 4.49663 4.74154 0.31537
27 H 2.83588 3.64204 1.72832
28 H 1.11726 4.81138 0.93685
29 H -0.37892 6.13538 -0.34938
30 H -2.79957 5.56078 -0.60753
31 H -3.69991 3.48006 0.29066
32 H -1.81931 1.81900 0.54753
33 H 3.39766 0.59417 1.19721
34 H 5.04114 -0.18507 2.82133
35 H 4.60375 0.04051 5.25791
36 H 2.44452 0.99637 6.01665
37 H 0.76851 1.68125 4.41699
38 N 1.59170 -1.82901 1.21901
39 N 1.16832 -3.12544 1.53963
40 C -0.14097 -3.36727 1.80222
41 N -0.39055 -4.59643 2.28118
42 S -1.36235 -2.24806 1.56052
43 H 2.28700 -1.89678 0.48298
44 H 2.02075 -1.37109 2.02086
45 H 1.86892 -3.75850 1.89607
46 H 0.31881 -5.30597 2.35118
47 H -1.35189 -4.87050 2.38771
48 Ge 0.11069 -1.30778 -2.27119
49 C -0.28198 -0.63011 -4.01733
50 C 0.44196 -1.02437 -5.14264
51 C 0.15445 -0.47859 -6.38623
52 C -0.84924 0.47241 -6.51251
53 C -1.57214 0.87508 -5.39845
54 C -1.29072 0.32336 -4.15438
55 C -1.34828 -2.42681 -1.72154
56 C -2.69544 -2.07249 -1.83655
57 C -3.68631 -3.03463 -1.72425
58 C -3.34465 -4.36713 -1.52120
59 C -2.01226 -4.73473 -1.42836
60 C -1.01568 -3.76818 -1.53378
61 H 1.37249 -2.12817 -2.03519
62 H 1.24160 -1.75136 -5.05387
63 H 0.72019 -0.78777 -7.25600
64 H -1.06385 0.90579 -7.48104
65 H -2.35335 1.61825 -5.49691
66 H -1.85983 0.65426 -3.29142
67 H -2.97915 -1.04004 -2.00198
68 H -4.72822 -2.75124 -1.81362
69 H -4.12037 -5.11964 -1.45391
70 H -1.74490 -5.77490 -1.28872
71 H 0.02433 -4.06868 -1.46277
72 O -0.66796 0.68948 2.30611
73 C -1.85420 1.04541 3.01344
74 C -2.07048 2.51711 2.66574
75 C -0.85702 3.42386 2.98204
76 C -1.42103 4.75996 3.34259
77 C -2.73910 4.76779 3.58036
78 S -3.57630 3.25630 3.33522
79 C -1.58895 0.76290 4.48543
80 C -1.00189 -0.37869 4.94047
81 C -0.77418 -0.37321 6.34470
82 C -1.19047 0.78606 6.92849
83 S -1.87490 1.85096 5.78419
84 C -3.09153 0.26761 2.57851
85 C -4.05628 -0.23228 3.40405
86 C -5.15599 -0.81448 2.70833
87 C -5.01140 -0.73932 1.36002
88 S -3.56299 0.06061 0.93102
89 H -0.17486 3.08735 3.75846
90 H -0.79553 5.63547 3.46694
91 H -3.31586 5.62141 3.91366
92 H -0.73824 -1.19102 4.27525
93 H -0.32364 -1.18974 6.89149
94 H -1.15284 1.06491 7.97051
95 H -3.97572 -0.19806 4.48224
96 H -6.00338 -1.27630 3.19547
97 H -5.68111 -1.09461 0.59176

Cartesian forces, eV/Å:
Ni 0.0 2.5 2.4
O 0.0 0.0 -0.2
C -0.3 0.4 0.7
O 0.1 -0.9 -0.5
C 0.0 -0.2 0.0
C 0.0 0.0 0.0
C 0.0 0.0 0.0
C 0.0 0.0 0.0
C -0.1 -0.1 0.1
C 0.1 -0.2 -0.2
P 0.0 -0.8 -0.2
C -0.1 0.0 0.0
C 0.0 -0.2 0.1
C -0.3 0.0 -0.1
C 0.2 0.1 0.0
C 0.0 -0.1 0.0
C -0.1 0.1 0.3
C -0.1 -0.1 0.1
C 0.0 0.1 -0.1
C 0.0 0.0 0.0
C 0.0 0.0 -0.1
C 0.0 0.0 -0.1
C 0.0 -0.1 0.0
H 0.0 0.0 0.0
H 0.0 0.0 0.0
H 0.0 0.0 0.0
H 0.0 0.0 0.0
H 0.0 0.0 0.0
H 0.0 0.0 0.0
H 0.0 0.0 0.0
H 0.1 0.0 0.0
H 0.0 0.0 0.0
H 0.0 0.0 0.0
H 0.0 0.0 0.0
H 0.0 0.0 0.0
H 0.0 0.0 0.0
H 0.0 0.0 0.0
N 0.1 0.1 -0.2
N -0.1 0.1 -0.1
C 0.1 -0.1 0.0
N -0.2 0.1 0.0
S 0.2 -0.2 -0.4
H 0.0 0.0 0.0
H 0.0 0.0 0.1
H 0.0 0.0 0.0
H 0.0 0.0 0.0
H 0.0 0.0 0.0
Ge 0.1 0.1 -0.7
C 0.1 0.1 -0.4
C -0.1 0.0 0.0
C 0.0 0.0 0.0
C 0.0 0.0 0.0
C 0.0 0.0 0.0
C 0.0 0.0 -0.1
C -0.4 0.0 0.1
C 0.1 0.0 0.1
C 0.0 0.0 0.0
C 0.0 0.0 0.0
C 0.1 0.1 0.0
C -0.2 0.0 0.1
H 0.1 -0.1 0.0
H 0.0 0.0 0.0
H 0.0 0.0 0.0
H 0.0 0.0 0.0
H 0.0 0.0 0.0
H 0.0 0.0 0.0
H 0.0 0.0 -0.1
H 0.0 0.0 0.0
H 0.0 0.0 0.0
H 0.0 0.0 0.0
H 0.0 0.0 0.0
O 0.5 -0.8 -0.2
C -0.3 0.0 -0.3
C 0.0 0.2 -0.4
C 0.2 -0.3 -0.2
C -0.6 0.3 0.1
C 0.7 0.2 -0.1
S -0.4 -0.2 0.1
C 0.1 0.1 -0.1
C 0.0 -0.2 0.1
C 0.0 0.0 -0.1
C 0.0 -0.1 -0.1
S -0.1 0.2 0.0
C 0.0 0.0 0.1
C 0.0 -0.2 0.0
C 0.1 0.0 0.0
C 0.0 0.0 0.0
S 0.0 0.1 -0.1
H 0.0 0.0 0.0
H 0.0 -0.1 0.0
H 0.1 0.0 0.0
H 0.0 0.0 0.0
H 0.0 0.0 0.0
H 0.0 0.0 0.0
H 0.0 0.0 -0.1
H 0.0 0.0 0.0
H 0.0 0.0 0.0